(1)
{
  "formula": "C34H28BBrF4GaO2P",
  "method": "ωB97M-V/def2-TZVPD",
  "e_tot_ev": -183048.40426,
  "relative_energy_kj_mol": 0.0,
  "gap_ev": 6.92,
  "total_charge": 2,
  "molar_mass_g_mol": 736.00,
  "max_force_ev_per_a": 0.5,
  "symbols": ["Br", "Ga", "P", "F", "F", "F", "F", "O", "O", "C", "C", "C", "C", "C", "C", "C", "C", "C", "C", "C", "C", "C", "C", "C", "C", "C", "C", "C", "C", "C", "C", "C", "C", "C", "C", "C", "C", "C", "C", "C", "C", "C", "C", "B", "H", "H", "H", "H", "H", "H", "H", "H", "H", "H", "H", "H", "H", "H", "H", "H", "H", "H", "H", "H", "H", "H", "H", "H", "H", "H", "H", "H"],
  "xyz": [[-1.021, -1.757, 0.561], [-0.706, 0.827, 0.051], [-1.869, 1.206, 2.093], [-0.934, -3.864, 2.577], [-2.659, 0.689, 4.913], [-1.649, -3.862, 5.170], [-2.551, -1.578, 6.329], [-0.719, 2.010, -2.896], [-2.531, 2.293, -1.521], [-2.181, -0.404, 4.331], [-2.545, 6.546, -6.210], [-1.301, -2.731, 3.149], [1.753, 2.788, -0.557], [-5.568, 2.845, 2.329], [1.461, 2.139, 0.636], [1.801, -0.005, -0.463], [-2.577, 5.035, -6.478], [-1.742, -0.345, 3.017], [-4.215, 2.608, 2.518], [-0.497, 2.616, 4.125], [-2.726, 3.036, -2.686], [0.097, 3.777, 4.603], [-0.472, 4.925, 2.561], [-1.056, 3.771, 2.071], [-2.587, 4.295, -5.141], [2.101, 0.659, -1.643], [0.104, 4.927, 3.828], [-3.847, 4.680, -7.266], [-6.305, 2.027, 1.485], [-5.701, 0.962, 0.825], [-3.687, 4.455, -4.282], [-1.337, -1.552, 2.433], [-2.146, -1.577, 5.079], [-1.638, 2.869, -3.513], [2.083, 2.049, -1.686], [-4.353, 0.717, 1.005], [1.477, 0.730, 0.696], [-1.363, 4.664, -7.329], [-3.788, 3.836, -3.045], [-1.689, -2.744, 4.489], [-1.529, 3.476, -4.746], [-3.613, 1.539, 1.857], [-1.077, 2.616, 2.859], [-1.305, 1.694, -1.712], [-6.283, 0.329, 0.170], [-1.399, 5.219, -8.266], [1.748, 3.869, -0.596], [-3.642, 3.243, 3.179], [-3.389, 6.866, -5.599], [2.365, 0.092, -2.525], [1.279, 2.711, 1.537], [-0.666, 3.304, -5.371], [-7.360, 2.216, 1.343], [-3.944, 3.601, -7.394], [1.390, 0.234, 1.659], [-0.469, 5.825, 1.961], [1.870, -1.084, -0.414], [-0.486, 1.727, 4.739], [-1.626, 6.834, -5.698], [-2.592, 7.090, -7.154], [-1.520, 3.782, 1.087], [-0.423, 4.924, -6.838], [-3.807, 5.135, -8.255], [-1.347, 3.602, -7.577], [-4.650, 3.970, -2.406], [-3.894, -0.120, 0.489], [0.558, 5.830, 4.212], [2.327, 2.560, -2.607], [0.546, 3.780, 5.586], [-4.749, 5.048, -6.776], [-6.045, 3.667, 2.844], [-4.503, 5.090, -4.599]],
  "lowdin_charge": [1.057, 0.630, 1.062, 0.123, 0.132, 0.200, 0.189, 0.166, 0.120, -0.200, -0.036, -0.247, -0.026, -0.038, -0.095, -0.101, -0.560, -0.272, -0.058, -0.055, -0.180, -0.033, -0.045, -0.118, -0.142, -0.024, -0.031, -0.039, -0.033, -0.043, -0.003, -0.488, -0.113, -0.153, -0.016, -0.080, -0.197, -0.063, 0.039, -0.108, 0.083, -0.345, -0.384, -0.606, 0.121, 0.094, 0.136, 0.115, 0.082, 0.137, 0.113, 0.123, 0.122, 0.095, 0.131, 0.123, 0.120, 0.109, 0.092, 0.094, 0.121, 0.086, 0.093, 0.093, 0.128, 0.104, 0.124, 0.138, 0.124, 0.080, 0.121, 0.118]
}

***

(2)
{
  "formula": "C34H28BrCl2FN3O3S2Ti",
  "method": "ωB97M-V/def2-TZVPD",
  "e_tot_ev": -188914.09805,
  "relative_energy_kj_mol": 57.7,
  "gap_ev": 7.44,
  "total_charge": 1,
  "molar_mass_g_mol": 808.43,
  "max_force_ev_per_a": 0.4,
  "symbols": ["Br", "Ti", "Cl", "Cl", "S", "S", "F", "O", "O", "O", "N", "N", "N", "C", "C", "C", "C", "C", "C", "C", "C", "C", "C", "C", "C", "C", "C", "C", "C", "C", "C", "C", "C", "C", "C", "C", "C", "C", "C", "C", "C", "C", "C", "C", "C", "C", "C", "H", "H", "H", "H", "H", "H", "H", "H", "H", "H", "H", "H", "H", "H", "H", "H", "H", "H", "H", "H", "H", "H", "H", "H", "H", "H", "H", "H"],
  "xyz": [[-0.086, -3.889, 1.860], [0.614, 0.001, 0.922], [0.520, -4.446, -2.167], [2.950, 0.396, -1.628], [0.485, -1.654, -0.817], [-0.978, 1.079, -1.743], [6.450, -1.274, -0.131], [1.515, 1.558, 0.773], [-5.035, -3.369, 0.772], [-0.921, 1.093, -0.212], [-1.095, 2.835, 3.652], [-0.480, 1.110, 2.466], [-1.400, -1.456, 1.355], [-2.744, -3.453, 1.227], [1.600, 5.074, -0.082], [5.036, -0.038, 1.271], [5.282, -1.174, 0.518], [-2.538, -0.764, 1.151], [1.925, 3.731, -0.053], [0.196, 3.350, 1.594], [-1.553, -2.784, 1.420], [2.858, -0.948, 1.839], [0.565, 5.567, 0.711], [2.754, -3.708, -3.432], [3.782, -2.837, -3.766], [-2.494, -0.923, -2.739], [4.368, -2.203, 0.410], [-1.299, 2.797, -2.115], [-3.779, -1.322, 0.964], [1.566, -0.806, 2.562], [-0.462, 2.434, 2.529], [-3.888, -2.708, 0.974], [-3.756, 0.919, -1.799], [-4.935, 0.248, -2.082], [1.779, -3.308, -2.537], [1.217, 2.862, 0.772], [-1.127, 0.659, 3.596], [2.829, -1.192, -2.310], [1.786, -2.037, -1.936], [3.818, -1.575, -3.206], [-3.681, -1.590, -3.009], [-0.124, 4.707, 1.545], [3.823, 0.068, 1.918], [-1.521, 1.721, 4.340], [3.158, -2.081, 1.071], [-2.545, 0.330, -2.140], [-4.896, -1.004, -2.685], [-4.638, -0.686, 0.798], [-3.795, 1.887, -1.317], [3.607, 0.953, 2.504], [-2.047, 1.785, 5.275], [2.431, -2.877, 0.995], [-5.760, -2.752, 0.618], [4.608, -0.878, -3.447], [2.723, 3.327, -0.663], [-5.819, -1.521, -2.913], [-1.260, -0.390, 3.795], [0.304, 6.616, 0.679], [2.700, -4.699, -3.858], [4.607, -3.073, -0.187], [1.118, -1.743, 2.878], [-2.435, 0.308, 1.119], [-1.539, -1.376, -2.971], [2.150, 5.747, -0.726], [4.550, -3.144, -4.462], [-1.533, 2.892, -3.174], [5.788, 0.737, 1.334], [-0.934, 5.099, 2.150], [-1.169, 3.788, 3.964], [-5.884, 0.706, -1.836], [-0.384, 3.338, -1.878], [-3.653, -2.566, -3.475], [1.628, -0.104, 3.389], [-2.113, 3.161, -1.491], [-2.790, -4.530, 1.280]],
  "lowdin_charge": [0.870, 0.828, 0.672, 0.779, 0.638, 0.984, 0.080, -0.232, 0.110, -0.619, 0.135, 0.007, -0.042, -0.033, -0.060, 0.003, -0.281, -0.138, 0.000, -0.084, -0.711, -0.334, -0.072, -0.107, -0.066, -0.075, 0.003, -0.199, 0.021, -0.184, -0.231, -0.297, -0.079, -0.075, -0.672, -0.299, -0.107, -0.649, -0.635, -0.105, -0.050, -0.024, -0.041, -0.040, -0.062, -0.382, -0.064, 0.122, 0.110, 0.125, 0.123, 0.064, 0.123, 0.110, 0.114, 0.113, 0.119, 0.109, 0.108, 0.133, 0.016, 0.096, 0.093, 0.114, 0.114, 0.076, 0.127, 0.113, 0.161, 0.113, 0.051, 0.117, 0.079, 0.058, 0.120]
}

***

(3)
{
  "formula": "C34H29AlClN3O5Te5",
  "method": "ωB97M-V/def2-TZVPD",
  "spin_multiplicity": 2,
  "e_tot_ev": -106024.66968,
  "relative_energy_kj_mol": 183.8,
  "gap_ev": [5.93, 5.34],
  "total_charge": -1,
  "molar_mass_g_mol": 1260.06,
  "max_force_ev_per_a": 2.4,
  "symbols": ["Te", "Te", "Te", "Te", "Te", "Cl", "Al", "O", "O", "O", "O", "O", "N", "N", "N", "C", "C", "C", "C", "C", "C", "C", "C", "C", "C", "C", "C", "C", "C", "C", "C", "C", "C", "C", "C", "C", "C", "C", "C", "C", "C", "C", "C", "C", "C", "C", "C", "C", "C", "H", "H", "H", "H", "H", "H", "H", "H", "H", "H", "H", "H", "H", "H", "H", "H", "H", "H", "H", "H", "H", "H", "H", "H", "H", "H", "H", "H", "H"],
  "xyz": [[-1.477, -0.810, 1.200], [-1.073, 1.900, 1.737], [-0.575, 7.290, 2.290], [-1.083, 6.119, -2.039], [-0.969, 4.705, 2.589], [3.143, 5.922, -0.145], [-0.875, 1.041, -0.796], [-0.370, -2.372, -1.400], [0.581, 8.794, -1.033], [2.301, 8.185, -2.288], [-1.815, 1.977, -1.922], [-2.795, 3.812, -2.725], [0.360, 3.469, -1.422], [0.287, -0.223, -0.889], [1.543, 4.082, -1.120], [-1.765, -1.403, 4.487], [1.793, -0.539, 2.178], [-0.385, -3.598, 1.498], [-4.397, -3.983, 3.595], [1.717, 5.476, -1.036], [-4.115, -2.506, 0.112], [-2.972, -1.942, 2.330], [0.802, -1.191, -3.078], [3.715, 3.607, -2.149], [1.657, -2.312, -5.036], [1.329, -1.949, 1.959], [-3.881, -2.702, 1.592], [4.736, 1.446, -1.850], [-1.882, 3.257, -2.159], [3.683, 1.068, -1.031], [-0.690, 4.087, -1.765], [0.166, -1.296, -1.696], [1.133, -2.362, -3.753], [0.002, -2.284, 1.703], [0.549, -4.618, 1.560], [2.668, 3.219, -1.322], [-4.581, -3.713, 2.245], [2.657, 1.958, -0.753], [4.754, 2.723, -2.395], [1.508, 0.084, -4.999], [-2.768, -2.190, 3.686], [1.376, 7.860, -1.600], [0.914, 6.447, -1.458], [1.834, -1.088, -5.667], [-5.139, -5.111, 4.256], [1.010, 0.031, -3.705], [-3.495, -3.202, 4.305], [1.879, -4.310, 1.805], [2.253, -2.992, 2.009], [2.626, -5.093, 1.829], [1.645, 1.043, -5.483], [5.534, 0.749, -2.071], [3.292, -2.750, 2.202], [0.087, 8.390, -0.294], [-3.275, -2.882, -0.476], [-3.343, -3.387, 5.363], [-5.017, -3.034, -0.195], [-4.239, -1.453, -0.141], [-0.746, -1.652, 4.178], [2.219, -1.047, -6.679], [-5.280, -4.315, 1.674], [3.714, 4.584, -2.614], [-5.045, -5.062, 5.341], [0.966, -3.307, -3.253], [0.238, -5.641, 1.392], [-1.900, -0.329, 4.346], [5.571, 3.032, -3.035], [1.253, -0.061, 2.998], [3.640, 0.074, -0.605], [-1.419, -3.838, 1.286], [1.840, 1.648, -0.119], [0.790, 0.948, -3.174], [1.625, 0.060, 1.283], [-1.857, -1.624, 5.549], [1.920, -3.230, -5.548], [2.857, -0.520, 2.410], [-6.200, -5.087, 4.003], [-4.746, -6.076, 3.930]],
  "lowdin_charge": [1.393, 0.329, -0.042, 1.424, -0.156, 0.789, -0.139, -0.031, 0.033, 0.105, -0.019, 0.035, 0.096, -0.059, -0.085, -0.062, -0.078, -0.117, -0.267, -0.639, -0.075, -0.339, -0.139, -0.053, -0.095, -0.298, -0.317, -0.090, -0.620, -0.066, -0.501, -0.585, -0.034, -0.370, -0.079, -0.239, -0.021, -0.028, -0.084, -0.085, -0.301, -0.644, -0.501, -0.106, -0.055, -0.036, -0.013, -0.082, -0.047, 0.099, 0.099, 0.098, 0.107, -0.024, 0.076, 0.113, 0.075, 0.070, 0.069, 0.093, 0.116, 0.109, 0.071, 0.109, 0.102, 0.067, 0.100, 0.061, 0.106, 0.101, 0.056, 0.089, 0.022, 0.077, 0.094, 0.081, 0.077, 0.081]
}

***

(4)
{
  "formula": "C34H29Cl2F5MnN4O4SbSe4SiTe",
  "method": "ωB97M-V/def2-TZVPD",
  "e_tot_ev": -402925.51947,
  "gap_ev": [4.91, 4.84],
  "molar_mass_g_mol": 1371.75,
  "max_force_ev_per_a": 4.0,
  "symbols": ["Te", "Sb", "Se", "Se", "Se", "Se", "Mn", "Cl", "Cl", "Si", "F", "F", "F", "F", "F", "O", "O", "O", "O", "N", "N", "N", "N", "C", "C", "C", "C", "C", "C", "C", "C", "C", "C", "C", "C", "C", "C", "C", "C", "C", "C", "C", "C", "C", "C", "C", "C", "C", "C", "C", "C", "C", "C", "C", "C", "C", "C", "H", "H", "H", "H", "H", "H", "H", "H", "H", "H", "H", "H", "H", "H", "H", "H", "H", "H", "H", "H", "H", "H", "H", "H", "H", "H", "H", "H", "H"],
  "xyz": [[1.757, 7.371, 5.589], [5.233, 3.673, -1.689], [4.786, 0.015, -3.197], [4.896, 3.952, -4.045], [6.520, 4.830, -0.063], [5.590, 1.031, -1.398], [1.301, 0.571, 0.523], [3.311, -5.623, 1.684], [4.020, -5.319, -1.333], [-1.603, -1.023, -0.594], [2.752, 7.211, 7.233], [1.513, 5.519, 5.558], [0.857, 7.505, 3.970], [3.367, 3.655, -0.803], [3.413, 7.189, 4.623], [3.005, -0.510, -2.889], [1.503, -1.413, 3.969], [2.486, 1.491, 0.887], [-0.409, -0.067, -0.207], [2.248, -0.461, -0.776], [1.635, -0.821, 1.674], [0.258, 1.279, 2.092], [0.848, 1.885, -1.160], [2.617, -3.111, 1.625], [1.523, 1.343, -2.163], [-0.989, -2.443, 1.807], [1.275, -0.713, 3.007], [-5.749, -0.215, -0.768], [-1.195, -5.025, 0.746], [-2.726, -2.517, -2.867], [-0.512, 2.371, 2.119], [0.000, 2.861, -1.409], [-1.470, -2.571, 0.491], [-0.216, 3.360, -2.674], [-0.661, -3.535, 2.623], [2.312, 0.082, -1.941], [-1.107, 2.029, 4.358], [3.028, -2.816, -1.049], [-1.246, 2.783, 3.231], [-0.722, -4.844, 2.056], [1.419, 1.762, -3.461], [-1.560, -3.911, -0.047], [2.319, -1.922, 1.069], [-4.650, 1.929, -0.650], [-1.430, -0.395, -3.200], [-3.467, 1.248, -0.532], [-3.338, -0.120, -0.441], [2.623, -1.737, -0.267], [-1.516, -1.681, -2.386], [-0.171, -2.433, -2.361], [0.569, 2.773, -3.691], [3.286, -4.054, -0.494], [0.362, 0.506, 3.200], [3.105, -4.178, 0.901], [-0.264, 0.946, 4.339], [-4.525, -0.849, -0.598], [-5.830, 1.183, -0.849], [1.887, 1.192, -4.173], [-4.802, 3.008, -0.875], [-6.631, -0.853, -0.939], [-0.260, -3.315, -1.764], [-0.931, 4.154, -2.843], [0.082, -2.738, -3.370], [-1.406, -0.495, -4.257], [0.363, 3.138, -4.710], [-4.500, -1.970, -0.565], [-3.578, -1.867, -3.015], [-0.105, -3.365, 3.569], [-0.851, -1.456, 2.192], [-0.450, -5.792, 2.656], [-1.112, -5.949, 0.209], [-1.965, -4.128, -1.037], [-3.120, -3.319, -2.186], [-0.029, 0.419, 5.275], [-0.562, 0.201, -2.940], [-2.621, -3.001, -3.816], [-2.327, 0.164, -3.109], [-1.842, 3.660, 3.220], [-0.552, 3.271, -0.556], [2.552, -3.267, 2.674], [-6.765, 1.727, -1.012], [-0.554, 2.929, 1.204], [-2.573, 1.810, -0.468], [3.305, -2.747, -2.063], [0.577, -1.776, -1.937], [-1.611, 2.323, 5.264]],
  "lowdin_charge": [2.004, 0.180, 0.587, -0.121, -0.079, 0.114, 0.799, 0.778, 0.741, 0.506, -0.572, -0.444, -0.552, -0.583, -0.437, -0.443, 0.110, -0.088, -0.306, 0.079, 0.037, 0.042, 0.077, -0.043, -0.194, -0.106, -0.405, -0.093, -0.085, -0.072, -0.044, -0.093, -0.168, 0.019, -0.073, -0.411, -0.033, -0.012, -0.006, -0.084, -0.006, -0.088, -0.158, -0.093, -0.082, -0.137, -0.192, -0.139, -0.537, -0.067, -0.013, -0.689, -0.132, -0.719, 0.020, -0.110, -0.086, 0.107, 0.111, 0.107, 0.047, 0.120, 0.096, 0.080, 0.134, 0.116, 0.066, 0.105, 0.068, 0.126, 0.093, 0.075, 0.073, 0.141, 0.055, 0.072, 0.069, 0.111, 0.105, 0.106, 0.101, 0.091, 0.063, 0.099, 0.046, 0.122]
}